This record from the OMol25 dataset describes C6H6NO6 in the gas phase. The level of theory is ωB97M-V with the def2-TZVPD basis set.

Structure (XYZ):
```
19
Properties=species:S:1:pos:R:3:forces:R:3
O -1.298 0.379 -0.530 -1.17 1.28 0.76
O 2.158 -2.234 1.350 -0.71 -0.78 -0.12
O 0.837 -2.080 -0.848 -2.89 -0.19 0.78
O -3.313 1.244 -1.042 1.76 0.37 1.31
O -0.153 -1.867 0.101 1.13 -0.80 -2.50
O -2.126 2.271 0.521 -0.69 -1.30 -1.55
N -2.360 1.422 -0.321 0.16 -0.22 0.06
C 2.229 1.046 -0.269 -1.88 1.68 -0.81
C -0.146 0.608 0.312 0.19 -0.31 0.13
C 0.320 -0.736 0.882 -0.64 -1.30 -0.13
C 2.676 -0.090 0.436 -0.72 -3.04 1.83
C 0.902 1.326 -0.432 1.68 0.45 -0.46
C 1.762 -1.048 0.847 3.32 3.70 0.59
H -0.133 -0.909 1.869 0.22 0.05 -0.20
H -0.426 1.157 1.214 -0.18 0.29 -0.32
H 2.968 1.701 -0.736 -0.25 -0.27 0.02
H 3.734 -0.324 0.570 -0.30 0.10 -0.28
H 0.553 2.110 -1.104 0.21 -0.06 0.26
H 1.505 -2.897 1.023 0.78 0.35 0.62
```
Forces are in eV/Å.

Output
2S+1: 2
Energy in Ha: -738.07929
Lowest unoccupied orbital energy (spin up / spin down) in eV: -0.165 / -1.842
Energy above the lowest of the compared OMol25 structures with the same formula, charge and spin in kJ/mol: 74.3

Atom charges from the Löwdin analysis, given in e for atoms 1 to 5:
1 O 0.036
2 O 0.073
3 O 0.062
4 O 0.143
5 O -0.044



This record from the OMol25 dataset describes C6H6O in the gas phase. The level of theory is ωB97M-V with the def2-TZVPD basis set.

Structure (XYZ):
```
13
Properties=species:S:1:pos:R:3:forces:R:3
O 2.277 0.038 -0.915 1.15 0.39 0.26
C 1.181 0.072 -0.475 -1.65 1.22 -3.17
C -1.039 -0.710 -0.618 -4.42 -0.77 -1.60
C 0.242 -1.018 -0.061 2.57 0.98 2.24
C -1.225 0.631 -0.719 1.26 0.32 -0.19
C 0.106 1.125 0.037 0.36 -1.72 -0.37
C 0.363 -0.016 1.172 -5.16 0.33 1.45
H 0.785 -1.912 -0.078 -0.18 -1.88 0.26
H 1.176 0.130 1.809 2.19 -0.08 0.15
H -1.946 1.217 -1.456 1.56 -1.26 2.33
H -0.453 -0.189 1.968 0.50 0.40 -1.45
H -1.859 -1.511 -0.852 1.97 1.56 -0.01
H 0.391 2.144 0.189 -0.14 0.52 0.10
```
Forces are in eV/Å.

Output
Energy in Ha: -307.32357
Lowest unoccupied orbital energy in eV: 1.028
Energy above the lowest of the compared OMol25 structures with the same formula, charge and spin in kJ/mol: 367.2

Atom charges from the Löwdin analysis, given in e for atoms 1 to 5:
1 O 0.139
2 C -0.441
3 C -0.121
4 C -0.194
5 C -0.016



This record from the OMol25 dataset describes C6H6O in the gas phase. The level of theory is ωB97M-V with the def2-TZVPD basis set.

Structure (XYZ):
```
13
Properties=species:S:1:pos:R:3:forces:R:3
O -0.281 2.222 -0.146 0.12 0.14 0.10
C 0.331 -0.143 -0.565 -0.05 -0.08 -0.02
C -0.745 0.899 -0.156 -0.15 -0.29 0.05
C -0.458 -1.387 -0.478 -0.53 -0.33 0.08
C 1.529 -0.170 0.290 0.39 -0.05 0.30
C 2.528 -0.236 0.960 -0.48 0.10 -0.25
C -1.370 -2.153 -0.294 0.44 0.24 -0.09
H -1.567 0.768 -0.874 0.12 0.11 0.14
H -1.104 0.584 0.831 0.02 0.14 -0.11
H 3.408 -0.285 1.564 -0.19 0.02 -0.14
H -2.196 -2.802 -0.110 0.24 -0.07 -0.10
H -0.729 2.671 0.580 0.21 0.07 -0.16
H 0.654 0.034 -1.601 -0.12 0.01 0.19
```
Forces are in eV/Å.

Output
Energy in Ha: -307.30964
SMILES string: C#CC(C#C)CO
Lowest unoccupied orbital energy in eV: 0.800
Energy above the lowest of the compared OMol25 structures with the same formula, charge and spin in kJ/mol: 403.8

Atom charges from the Löwdin analysis, given in e for atoms 1 to 5:
1 O -0.041
2 C -0.315
3 C -0.253
4 C -0.116
5 C -0.096



This record from the OMol25 dataset describes a molecular structure, C6H6O. The level of theory is ωB97M-V with the def2-TZVPD basis set.

Structure (XYZ):
```
13
Properties=species:S:1:pos:R:3:forces:R:3
O 1.781 0.666 0.497 -0.12 -0.21 0.29
C -0.356 -0.977 -1.252 0.05 0.47 0.12
C 0.445 0.874 0.468 -0.32 0.23 1.83
C -0.041 0.099 -1.950 -0.33 -0.83 -0.91
C -0.624 -1.442 -0.059 -0.08 0.68 0.23
C -0.772 0.402 2.000 0.62 0.32 -0.69
C -0.469 -0.192 0.884 -0.14 -0.76 -0.35
H -0.834 0.757 -2.297 0.02 -0.09 -0.07
H -0.953 -2.451 0.209 0.05 0.64 0.07
H 1.918 -0.266 0.725 0.15 0.12 -0.10
H 0.937 0.244 -2.397 0.06 0.04 0.25
H 0.242 1.907 0.196 -0.47 -0.44 0.05
H -1.274 0.377 2.977 0.51 -0.16 -0.72
```
Forces are in eV/Å.

Output
Energy in Ha: -307.23199
Lowest unoccupied orbital energy (spin up / spin down) in eV: 0.758 / 0.758
Energy above the lowest of the compared OMol25 structures with the same formula, charge and spin in kJ/mol: 607.7

Atom charges from the Löwdin analysis, given in e for atoms 1 to 5:
1 O 0.028
2 C -0.118
3 C -0.207
4 C 0.002
5 C -0.032



This record from the OMol25 dataset describes a molecular structure, C6H6O. The level of theory is ωB97M-V with the def2-TZVPD basis set.

Structure (XYZ):
```
13
Properties=species:S:1:pos:R:3:forces:R:3
O 1.364 -1.147 -0.390 -0.42 0.12 -0.16
C -0.044 -0.946 -0.564 0.54 -0.66 0.34
C 0.161 0.559 -0.543 0.03 0.06 -0.04
C -1.461 2.355 0.552 0.76 -0.99 -0.61
C -0.770 1.511 0.027 -0.90 0.86 0.66
C 1.383 0.101 0.291 0.35 0.54 0.19
C -0.762 -2.015 -0.255 0.39 0.18 -0.08
H 2.333 0.619 0.200 -0.01 0.17 -0.10
H 0.031 -2.704 0.024 -0.83 -0.95 -0.04
H -1.811 -2.281 -0.188 0.22 0.56 -0.19
H -2.066 3.095 1.017 -0.04 0.00 -0.02
H 1.098 -0.043 1.341 0.11 0.17 -0.07
H 0.545 0.897 -1.513 -0.20 -0.06 0.11
```
Forces are in eV/Å.

Output
Energy in Ha: -307.30710
Lowest unoccupied orbital energy in eV: 1.011
Energy above the lowest of the compared OMol25 structures with the same formula, charge and spin in kJ/mol: 410.4

Atom charges from the Löwdin analysis, given in e for atoms 1 to 5:
1 O -0.075
2 C -0.289
3 C -0.217
4 C 0.129
5 C -0.085



This record from the OMol25 dataset describes C6H6O in the gas phase. The level of theory is ωB97M-V with the def2-TZVPD basis set.

Structure (XYZ):
```
13
Properties=species:S:1:pos:R:3:forces:R:3
O -0.120 -0.004 1.705 -0.40 0.21 0.08
C -1.467 0.442 -0.786 -0.49 0.42 -0.10
C -0.582 -0.701 -0.613 -0.24 -0.09 -0.09
C 2.627 0.095 0.158 0.23 0.42 -0.15
C 1.499 0.525 0.017 0.69 -1.11 0.50
C -2.210 1.386 -0.857 0.26 -0.34 -0.05
C 0.421 -0.448 0.504 -0.37 -0.17 -0.10
H -0.024 -0.904 -1.534 -0.13 0.02 0.11
H -2.888 2.201 -0.967 0.10 -0.04 0.04
H -0.452 0.891 1.546 -0.14 -0.06 0.11
H 3.471 -0.475 0.443 0.79 0.35 -0.22
H 0.885 -1.414 0.749 -0.19 0.32 -0.11
H -1.161 -1.594 -0.365 -0.10 0.06 -0.03
```
Forces are in eV/Å.

Output
Energy in Ha: -307.26520
SMILES string: C#CC[C@H](O)C#C
Lowest unoccupied orbital energy in eV: 0.310
Energy above the lowest of the compared OMol25 structures with the same formula, charge and spin in kJ/mol: 520.4

Atom charges from the Löwdin analysis, given in e for atoms 1 to 5:
1 O -0.009
2 C -0.144
3 C -0.169
4 C 0.143
5 C -0.050



This record from the OMol25 dataset describes C6H6O in the gas phase. The level of theory is ωB97M-V with the def2-TZVPD basis set.

Structure (XYZ):
```
13
Properties=species:S:1:pos:R:3:forces:R:3
O -3.257 -0.889 -0.030 -0.36 -0.16 0.18
C -1.732 0.933 -0.589 2.96 -0.65 0.88
C -2.575 0.005 -0.310 -0.63 -1.03 0.11
C 0.811 -0.238 0.195 -0.42 2.19 -0.24
C -0.264 0.880 0.001 -0.39 0.65 0.82
C 0.173 0.189 1.261 -0.28 -0.52 -1.29
C 2.010 -0.967 -0.373 -1.06 -0.14 3.79
H -0.059 0.261 2.313 0.35 -0.36 -0.04
H 0.034 1.940 0.040 0.34 -0.41 -0.57
H 2.505 -1.301 0.577 0.42 0.54 -1.01
H 2.661 -0.646 -1.137 0.45 1.31 -0.56
H 1.626 -1.869 -0.682 -0.95 -2.35 -1.22
H -1.932 1.701 -1.267 -0.44 0.93 -0.83
```
Forces are in eV/Å.

Output
Energy in Ha: -307.31131
SMILES string: CC1=C[C@@H]1C=C=O
Lowest unoccupied orbital energy in eV: 0.944
Energy above the lowest of the compared OMol25 structures with the same formula, charge and spin in kJ/mol: 399.4

Atom charges from the Löwdin analysis, given in e for atoms 1 to 5:
1 O 0.171
2 C -0.056
3 C -0.236
4 C -0.152
5 C -0.203